The following is a DFT calculation (ωB97M-V/def2-TZVPD) of 2 unconnected molecules or ions with the total composition C5H15NO2.

XYZ file:
```
23
Properties=species:S:1:pos:R:3:forces:R:3
C 1.373 0.916 2.611 -1.70 -2.56 -0.50
C 2.094 1.247 1.255 2.02 2.72 2.31
N 1.222 1.133 0.153 1.04 -0.62 0.68
C 1.718 1.793 -1.005 0.72 1.40 0.13
C 0.728 -0.226 -0.056 -2.24 0.87 3.29
C -0.739 0.024 -0.532 -0.40 -3.24 1.58
O -0.601 0.310 -1.834 -2.29 -0.08 -3.54
H 0.199 0.932 2.560 2.22 0.77 -0.22
H 1.707 1.424 3.502 0.21 0.47 -0.04
H 1.473 -0.193 2.851 0.35 1.20 -0.20
H 3.036 0.658 1.075 -0.54 0.12 0.63
H 2.550 2.418 1.356 -1.53 -3.00 -0.45
H 2.651 2.443 -0.870 -1.72 -0.51 0.18
H 2.012 1.117 -1.754 0.49 -1.18 -1.27
H 0.810 2.278 -1.295 0.25 1.60 -1.23
H 1.230 -0.914 -0.764 0.08 0.52 0.28
H 0.706 -0.633 1.018 0.03 -0.08 -1.89
H -1.378 0.859 0.006 1.40 -1.99 -0.38
H -1.217 -1.067 -0.615 0.14 2.32 1.04
H 0.128 0.842 -2.023 1.46 1.26 -0.40
O -4.958 -4.296 -0.456 0.74 -3.19 1.06
H -4.365 -5.166 -0.431 -1.60 3.58 -0.67
H -4.668 -3.571 -1.005 0.86 -0.38 -0.39
```
Forces are in eV/Å.

Properties
LUMO in eV: 0.795
Energy above the lowest of the compared OMol25 structures with the same formula, charge and spin in kJ/mol: 394.8

The following is a DFT calculation (ωB97M-V/def2-TZVPD) of 2 unconnected molecules or ions with the total composition C5H15NO2.

XYZ file:
```
23
Properties=species:S:1:pos:R:3:forces:R:3
C -0.834 -0.355 1.963 2.79 -2.25 -0.38
C -0.046 0.410 0.773 -1.45 1.18 1.48
C -1.045 1.463 0.273 0.16 1.26 -0.56
O -0.421 2.382 -0.621 0.28 0.34 0.25
N 0.471 -0.476 -0.257 0.40 0.63 0.35
C 1.623 -1.205 0.329 -1.22 -0.78 -0.78
C -0.538 -1.345 -0.892 0.07 3.08 -0.53
H -1.885 -0.156 2.210 0.53 0.55 -0.30
H -0.129 -0.273 2.823 -1.15 0.09 -0.05
H -0.768 -1.499 1.732 -0.35 1.92 0.34
H 0.867 1.048 1.119 -1.56 -1.30 -0.04
H -1.488 2.091 1.124 0.65 -1.20 -0.95
H -1.861 1.069 -0.357 -0.11 -0.37 0.90
H 0.468 2.073 -0.855 -0.30 0.28 -0.04
H 2.490 -0.612 0.475 0.68 1.09 -0.14
H 1.958 -2.063 -0.303 -0.67 0.48 0.66
H 1.255 -1.444 1.318 0.57 -1.15 0.33
H -0.818 -2.231 -0.367 -0.24 -0.62 0.42
H -1.421 -0.625 -1.095 1.18 -1.75 0.10
H 0.016 -1.508 -1.795 -0.63 -1.05 -0.98
O 1.094 1.248 -2.658 0.64 -2.28 3.26
H 0.735 0.655 -1.860 1.68 1.08 -1.79
H 0.278 1.352 -3.079 -1.93 0.76 -1.55
```
Forces are in eV/Å.

Properties
LUMO in eV: 0.822
Energy above the lowest of the compared OMol25 structures with the same formula, charge and spin in kJ/mol: 248.6

The following is a DFT calculation (ωB97M-V/def2-TZVPD) of 2 unconnected molecules or ions with the total composition C5H15NO2.

XYZ file:
```
23
Properties=species:S:1:pos:R:3:forces:R:3
C -2.247 -0.449 0.220 -0.34 -1.43 -0.68
C -1.075 0.000 1.096 -1.68 0.43 -0.12
C 0.054 0.689 0.306 0.37 -0.16 1.90
C 0.174 2.168 0.717 0.42 -0.49 -0.16
N 1.316 -0.058 0.610 -0.91 0.29 -0.85
C 2.184 -0.222 -0.509 0.23 1.36 -0.33
O 2.871 0.997 -0.948 0.05 0.04 1.00
H -1.962 -1.215 -0.516 0.22 0.03 0.16
H -3.039 -0.919 0.811 0.13 0.05 0.17
H -2.776 0.275 -0.405 0.45 0.64 0.35
H -1.610 0.613 1.838 0.78 0.59 -0.08
H -0.710 -0.820 1.709 0.23 -0.28 -0.40
H -0.127 0.638 -0.764 -0.09 -0.15 -0.08
H 0.835 2.643 -0.005 -0.33 0.49 -0.10
H -0.812 2.609 0.826 -0.01 0.35 -0.43
H 0.659 2.299 1.690 -0.07 -0.34 0.10
H 1.700 0.370 1.441 0.59 -0.31 -0.03
H 1.561 -0.403 -1.382 0.04 -0.63 0.07
H 2.924 -1.007 -0.365 0.00 -0.05 0.18
H 3.147 1.480 -0.143 -0.09 -0.44 -0.69
O -0.907 -3.136 -2.449 0.06 -0.02 0.64
H -1.728 -3.558 -2.164 0.11 0.06 -0.15
H -0.429 -2.993 -1.614 -0.15 -0.04 -0.46
```
Forces are in eV/Å.

Properties
LUMO in eV: 0.811
Energy above the lowest of the compared OMol25 structures with the same formula, charge and spin in kJ/mol: 129.8

The following is a DFT calculation (ωB97M-V/def2-TZVPD) of 3 unconnected molecules or ions with the total composition C5H15NO2.

XYZ file:
```
23
Properties=species:S:1:pos:R:3:forces:R:3
C 0.904 0.305 -2.928 -0.56 2.62 -1.38
C 0.287 -0.170 -1.682 -0.81 -0.45 3.00
C 0.842 -0.207 -0.420 -0.56 -1.29 -3.08
C 2.259 0.125 -0.319 3.04 -2.11 -0.93
N 0.164 -0.759 0.646 -0.16 0.09 1.39
C 0.455 -0.538 2.071 -1.20 1.66 0.59
H 0.292 0.040 -3.816 -0.04 0.27 0.65
H 0.915 1.563 -2.929 0.59 -3.36 -0.25
H 1.846 -0.200 -3.190 0.18 0.79 0.41
H -0.769 -0.466 -1.640 0.19 0.20 -0.61
H 2.316 1.018 0.188 0.68 2.36 1.17
H 2.729 0.236 -1.339 -0.79 0.23 1.09
H 3.038 -0.582 0.175 -1.86 0.69 -0.32
H -0.835 -0.719 0.582 -0.27 0.04 -0.80
H 1.370 0.089 2.267 -1.12 -0.21 -0.38
H -0.577 0.006 2.543 3.14 -1.51 -0.82
H 0.705 -1.494 2.541 -0.54 0.11 0.25
O -2.313 2.098 0.815 -1.55 1.26 -1.97
H -2.188 3.070 0.684 0.24 -1.06 0.50
H -3.013 1.967 0.097 1.35 -0.27 1.51
O -3.141 -1.821 1.660 1.41 0.42 1.34
H -3.048 -1.384 2.567 0.01 -0.99 -1.97
H -2.239 -2.176 1.425 -1.37 0.53 0.61
```
Forces are in eV/Å.

Properties
LUMO in eV: 0.594
Energy above the lowest of the compared OMol25 structures with the same formula, charge and spin in kJ/mol: 286.7

Q: Which of these has the highest energy above the lowest of the compared OMol25 structures with the same formula, charge and spin?
A: number 1